No. 1
Formula: C35H33BBrIN4O5PSn
Source: the Open Molecules 2025 dataset
Level of theory: the ωB97M-V functional and the def2-TZVPD basis

Geometry as XYZ:
```
82
Properties=species:S:1:pos:R:3:lowdin_charge:R:1
Sn -4.38 -15.37 14.82 1.15
C -2.67 -14.75 21.07 -0.03
O -3.95 -15.50 21.17 -0.11
C -4.47 -15.99 20.03 -0.33
C -5.05 -17.27 20.03 -0.01
C -5.58 -17.71 18.81 -0.03
C -5.51 -16.96 17.61 -0.09
C -5.89 -17.54 16.36 -0.34
C -6.89 -18.64 16.32 -0.02
O -5.53 -17.20 15.16 -0.17
C -4.91 -15.61 17.71 -0.27
O -4.92 -14.83 16.62 -0.21
C -4.42 -15.13 18.92 0.05
H -2.01 -15.21 21.84 0.09
H -2.90 -13.70 21.22 0.08
H -2.17 -14.97 20.10 0.10
H -5.20 -17.82 20.99 0.12
H -5.93 -18.72 18.72 0.10
H -7.51 -18.56 17.16 0.05
H -6.33 -19.57 16.29 0.09
H -7.52 -18.57 15.38 0.11
H -3.90 -14.17 18.98 0.13
B -5.36 -11.99 13.69 -0.48
N -3.88 -12.34 13.98 -0.03
C -2.86 -11.46 13.83 -0.12
C -1.74 -11.88 14.49 -0.10
C -2.02 -13.14 14.97 -0.12
N -3.33 -13.47 14.67 -0.07
N -6.18 -13.15 13.25 -0.07
C -7.23 -13.11 12.43 -0.10
C -7.81 -14.40 12.37 -0.08
C -7.09 -15.23 13.22 -0.12
N -6.09 -14.43 13.77 -0.09
H -5.75 -11.64 14.78 0.08
H -5.34 -11.10 12.81 0.08
H -2.91 -10.53 13.28 0.11
H -0.75 -11.47 14.40 0.09
H -1.34 -13.85 15.43 0.11
H -7.46 -12.32 11.73 0.11
H -8.67 -14.66 11.79 0.07
H -7.32 -16.14 13.75 0.10
O -2.01 -18.60 15.32 -0.01
C -2.10 -17.46 14.86 -0.69
O -2.64 -16.40 15.47 -0.25
C -1.63 -17.18 13.43 -0.24
P -3.05 -16.63 12.38 0.98
C -2.30 -16.17 10.77 -0.38
C -2.77 -15.00 10.19 -0.10
C -2.04 -14.54 9.08 -0.10
C -1.04 -15.30 8.49 -0.10
C -0.85 -16.63 8.93 -0.11
C -1.40 -17.01 10.12 -0.10
C -4.08 -17.98 11.88 -0.39
C -4.12 -19.18 12.68 -0.05
C -4.78 -20.28 12.15 -0.09
C -5.39 -20.17 10.90 -0.13
C -5.52 -18.96 10.26 -0.11
C -4.85 -17.84 10.75 -0.11
H -1.20 -18.04 12.93 0.07
H -0.95 -16.31 13.55 0.10
H -3.57 -14.39 10.60 0.10
H -2.33 -13.54 8.73 0.10
H -0.42 -14.88 7.62 0.12
H -0.39 -17.36 8.29 0.09
H -1.12 -17.96 10.59 0.11
H -3.65 -19.18 13.67 0.09
H -4.83 -21.24 12.64 0.09
H -5.75 -21.06 10.38 0.10
H -5.94 -18.84 9.25 0.10
H -4.79 -16.86 10.22 0.11
Br -12.48 -13.58 19.92 0.74
C -12.53 -12.64 18.32 -0.79
C -13.69 -11.89 18.13 -0.16
C -13.91 -11.20 16.92 -0.08
C -12.94 -11.16 15.90 -0.09
C -11.73 -11.78 16.17 -0.18
C -11.52 -12.47 17.35 -0.72
I -9.75 -13.62 17.56 0.85
H -14.43 -11.98 18.95 0.09
H -14.94 -10.83 16.76 0.10
H -12.97 -10.65 14.94 0.11
H -10.90 -11.73 15.42 0.11
```

Orbital gap (spin up / spin down)   3.384 / 3.373 eV
ΔE to the lowest compared entry with this formula, charge and spin   1.433 eV
Total charge   -1
E_tot   -5400.9272 a.u.

=====

No. 2
Formula: C35H33BaBr2F5N5O3S2
Source: the Open Molecules 2025 dataset
Level of theory: the ωB97M-V functional and the def2-TZVPD basis

Geometry as XYZ:
```
86
Properties=species:S:1:pos:R:3:lowdin_charge:R:1
Ba -0.49 0.84 -0.29 1.70
Br 5.83 1.88 -4.26 0.75
C 4.23 1.68 -3.28 -0.67
C 3.74 0.43 -3.01 -0.11
C 2.57 0.34 -2.27 -0.12
N 1.92 1.41 -1.81 0.02
C 2.41 2.62 -2.09 -0.22
C 3.57 2.81 -2.82 -0.07
C 1.66 3.78 -1.48 -0.20
C 1.85 5.08 -1.93 -0.06
C 1.18 6.09 -1.26 -0.68
Br 1.38 7.88 -1.83 0.75
C 0.37 5.81 -0.19 -0.10
C 0.22 4.47 0.17 -0.11
N 0.85 3.49 -0.47 0.04
H 4.25 -0.47 -3.30 0.08
H 2.18 -0.64 -2.01 0.04
H 3.97 3.80 -3.00 0.10
H 2.47 5.30 -2.78 0.10
H -0.15 6.58 0.36 0.10
H -0.43 4.18 0.98 0.11
N -4.74 2.45 -2.25 0.15
C -3.73 2.09 -1.41 -0.56
O -2.97 1.18 -1.74 -0.09
C -3.61 2.87 -0.11 -0.31
C -2.80 2.13 0.95 -0.35
H -4.78 2.04 -3.16 0.10
H -5.31 3.25 -2.02 0.09
H -4.64 3.18 0.13 0.09
H -3.09 3.80 -0.39 0.10
H -3.46 1.40 1.46 -0.02
H -2.49 2.84 1.73 -0.02
C -2.37 -3.19 2.49 -0.06
C -1.54 -1.93 2.11 -0.15
N -1.48 -1.81 0.67 -0.21
C -2.83 -1.64 0.11 -0.16
C -3.69 -2.87 0.43 -0.05
N -2.83 -3.83 1.21 -0.09
C -1.63 -4.25 0.37 -0.04
C -0.82 -2.97 0.08 -0.17
H -3.27 -2.96 3.06 0.13
H -1.79 -3.94 3.03 0.13
H -0.52 -2.01 2.49 0.12
H -1.97 -1.03 2.54 0.12
H -2.73 -1.51 -0.97 0.09
H -3.27 -0.73 0.53 0.10
H -4.02 -3.40 -0.46 0.12
H -4.55 -2.66 1.07 0.13
H -3.37 -4.66 1.43 0.18
H -2.03 -4.71 -0.52 0.12
H -1.09 -4.98 0.96 0.13
H -0.74 -2.80 -0.99 0.09
H 0.18 -3.05 0.50 0.04
C 5.63 -3.32 1.65 -0.16
O 4.34 -3.41 1.06 -0.28
C 4.09 -2.72 -0.08 -1.35
S 5.31 -1.80 -0.80 0.51
S 2.48 -2.90 -0.61 0.53
H 5.52 -3.81 2.62 0.08
H 5.96 -2.29 1.77 0.05
H 6.37 -3.85 1.05 0.07
F -1.50 -3.66 -7.16 0.08
C -1.39 -3.05 -5.96 -0.17
C -2.11 -3.48 -4.87 -0.16
F -2.95 -4.54 -4.99 0.09
C -1.99 -2.84 -3.65 -0.12
F -2.73 -3.32 -2.61 0.05
C -1.15 -1.73 -3.42 -0.33
O -1.06 -1.15 -2.29 -0.21
C -0.43 -1.33 -4.57 -0.14
F 0.41 -0.28 -4.48 0.09
C -0.54 -1.97 -5.79 -0.15
F 0.17 -1.53 -6.84 0.10
C 0.41 0.67 2.16 -0.28
C 0.78 0.94 3.31 -0.23
C 1.22 1.25 4.64 -0.28
C 2.36 2.03 4.87 -0.05
C 2.77 2.33 6.15 -0.11
C 2.06 1.87 7.25 -0.12
C 0.92 1.10 7.04 -0.11
C 0.51 0.79 5.76 -0.06
H 2.92 2.38 4.01 0.11
H 3.66 2.94 6.30 0.09
H 2.38 2.11 8.26 0.09
H 0.36 0.73 7.89 0.09
H -0.38 0.19 5.59 0.10
```

Orbital gap   5.117 eV
ΔE to the lowest compared entry with this formula, charge and spin   0.443 eV
Total charge   -1
E_tot   -8322.2101 a.u.

=====

No. 3
Formula: C35H33BrIrN4O6P
Source: the Open Molecules 2025 dataset
Level of theory: the ωB97M-V functional and the def2-TZVPD basis

Geometry as XYZ:
```
81
Properties=species:S:1:pos:R:3:lowdin_charge:R:1
Ir 0.86 0.62 1.53 1.10
O 3.23 -0.85 -1.30 0.20
C 2.64 -0.69 -0.21 -0.34
O 1.34 -0.44 -0.26 -0.23
C 3.21 -0.81 1.10 -0.16
C 4.51 -1.29 1.28 0.05
C 4.96 -1.49 2.57 -0.01
C 4.07 -1.26 3.61 0.04
C 2.79 -0.78 3.37 -0.15
N 2.36 -0.46 2.12 -0.03
C 1.77 -0.75 4.48 -0.50
O 2.21 -0.35 5.69 0.15
O 0.66 -1.15 4.33 0.13
H 2.41 -0.69 -1.97 0.14
H 5.12 -1.50 0.41 0.14
H 5.96 -1.85 2.76 0.13
H 4.36 -1.52 4.62 0.14
H 3.08 0.05 5.64 0.12
Br -0.40 4.29 6.93 0.85
C -0.03 3.22 5.44 -0.68
C 1.14 3.41 4.71 -0.08
C 1.37 2.60 3.62 -0.10
N 0.52 1.64 3.24 -0.14
C -0.61 1.46 3.94 -0.11
C -0.92 2.23 5.04 -0.07
H 1.85 4.17 4.99 0.12
H 2.26 2.72 3.02 0.12
H -1.25 0.66 3.61 0.12
H -1.83 2.05 5.59 0.12
O -0.72 1.70 0.77 -0.18
C -0.59 2.46 -0.24 -0.60
O 0.44 2.84 -0.80 0.04
C -1.94 2.96 -0.80 -0.15
N -1.57 3.85 -1.97 0.09
C -2.02 5.25 -1.67 -0.09
C -2.12 5.27 -0.15 -0.14
C -2.68 3.89 0.17 -0.10
H -2.53 2.11 -1.13 0.15
H -1.93 3.50 -2.85 0.18
H -0.53 3.77 -1.96 0.15
H -3.00 5.39 -2.13 0.14
H -1.32 5.96 -2.10 0.14
H -2.75 6.08 0.20 0.13
H -1.12 5.39 0.29 0.13
H -3.75 3.86 -0.03 0.13
H -2.52 3.58 1.20 0.12
N 0.91 -0.36 -1.67 -0.10
P -0.19 -1.59 -1.92 1.01
C -1.84 -1.20 -1.33 -0.28
C -2.07 -0.93 0.02 -0.11
C -3.34 -0.61 0.45 -0.06
C -4.39 -0.56 -0.45 -0.05
C -4.17 -0.82 -1.80 -0.06
C -2.90 -1.14 -2.24 -0.06
C 0.40 -3.12 -1.19 -0.29
C 1.52 -3.72 -1.78 -0.08
C 2.07 -4.86 -1.22 -0.05
C 1.51 -5.40 -0.06 -0.05
C 0.41 -4.80 0.53 -0.05
C -0.15 -3.66 -0.03 -0.05
C -0.20 -1.75 -3.69 -0.32
C -0.73 -2.91 -4.25 -0.08
C -0.76 -3.06 -5.63 -0.05
C -0.27 -2.05 -6.45 -0.04
C 0.26 -0.89 -5.89 -0.05
C 0.29 -0.73 -4.51 -0.07
H -1.25 -0.94 0.73 0.07
H -3.51 -0.40 1.50 0.12
H -5.39 -0.32 -0.11 0.12
H -4.99 -0.78 -2.50 0.12
H -2.74 -1.35 -3.29 0.10
H 1.94 -3.31 -2.69 0.12
H 2.92 -5.33 -1.69 0.12
H 1.94 -6.29 0.37 0.12
H -0.03 -5.23 1.42 0.12
H -1.03 -3.23 0.42 0.10
H -1.11 -3.71 -3.62 0.12
H -1.17 -3.96 -6.07 0.12
H -0.29 -2.17 -7.52 0.12
H 0.65 -0.11 -6.53 0.12
H 0.71 0.17 -4.08 0.10
```

Orbital gap (spin up / spin down)   6.412 / 6.186 eV
ΔE to the lowest compared entry with this formula, charge and spin   3.192 eV
Total charge   +2
E_tot   -5043.1867 a.u.

=====

No. 4
Formula: C35H33CeN4OPS
Source: the Open Molecules 2025 dataset
Level of theory: the ωB97M-V functional and the def2-TZVPD basis

Geometry as XYZ:
```
76
Properties=species:S:1:pos:R:3:mulliken_spin:R:1
Ce 0.52 -0.47 1.30 0.99
C 1.77 -3.01 2.88 0.00
C 2.95 -2.42 2.10 0.00
C 4.28 -2.95 2.65 0.00
C 2.90 -2.66 0.58 0.00
C 2.85 -4.12 0.09 0.00
O 1.91 -4.06 -1.01 0.00
C 1.28 -2.92 -0.95 0.00
N 1.69 -2.07 -0.05 0.00
C 0.20 -2.71 -1.92 0.00
C 0.46 -3.08 -3.24 0.00
C -0.51 -2.91 -4.21 0.00
C -1.76 -2.42 -3.87 0.00
C -2.05 -2.10 -2.55 0.00
C -1.07 -2.21 -1.57 0.00
P -1.56 -1.94 0.18 0.01
C -3.14 -2.84 0.23 0.00
C -3.13 -4.17 -0.21 0.00
C -4.30 -4.90 -0.22 0.00
C -5.48 -4.31 0.22 0.00
C -5.49 -3.01 0.68 0.00
C -4.32 -2.26 0.70 0.00
C -2.11 -0.17 0.26 -0.01
C -2.48 0.64 -0.81 0.00
C -2.99 1.92 -0.59 0.00
C -3.13 2.40 0.70 0.00
C -2.75 1.62 1.79 0.00
C -2.23 0.35 1.57 0.01
H 1.77 -2.62 3.90 0.00
H 1.88 -4.09 2.97 0.00
H 0.78 -2.82 2.42 0.00
H 2.96 -1.31 2.23 0.00
H 4.32 -4.03 2.56 0.00
H 4.39 -2.69 3.71 0.00
H 5.13 -2.53 2.11 0.00
H 3.77 -2.16 0.14 0.00
H 2.45 -4.82 0.83 0.00
H 3.80 -4.49 -0.28 0.00
H 1.42 -3.50 -3.50 0.00
H -0.30 -3.18 -5.24 0.00
H -2.53 -2.32 -4.63 0.00
H -3.05 -1.81 -2.28 0.00
H -2.20 -4.62 -0.55 0.00
H -4.30 -5.92 -0.58 0.00
H -6.40 -4.88 0.20 0.00
H -6.41 -2.56 1.02 0.00
H -4.34 -1.24 1.06 0.00
H -2.40 0.27 -1.82 0.00
H -3.28 2.52 -1.43 0.00
H -3.56 3.38 0.87 0.00
H -2.89 1.98 2.80 0.00
H -2.09 -0.32 2.43 0.00
N 0.97 0.47 4.87 0.00
C 0.80 0.13 3.79 0.00
H 1.10 0.75 5.83 0.00
S 0.51 6.32 0.01 0.00
C 0.69 4.56 0.13 0.00
C 0.32 3.68 -0.89 0.00
C 0.38 2.33 -0.67 0.00
N 0.83 1.78 0.48 0.00
C 1.24 2.64 1.44 0.00
C 1.16 4.01 1.32 0.00
C 1.77 6.70 -1.23 0.00
C 3.06 6.92 -0.77 0.00
C 4.00 7.35 -1.69 0.00
N 3.71 7.55 -2.97 0.00
C 2.48 7.33 -3.40 0.00
C 1.45 6.89 -2.56 0.00
H -0.03 4.06 -1.84 0.00
H 0.07 1.63 -1.44 0.00
H 1.71 2.20 2.31 0.00
H 1.48 4.65 2.13 0.00
H 3.33 6.78 0.27 0.00
H 5.03 7.56 -1.39 0.00
H 2.29 7.51 -4.45 0.00
H 0.45 6.73 -2.94 0.00
```

⟨S²⟩   0.751
2S+1   2
Orbital gap (spin up / spin down)   5.920 / 5.972 eV
ΔE to the lowest compared entry with this formula, charge and spin   0.000 eV
Total charge   +3
E_tot   -2861.5576 a.u.

=====

Q: Which value of E_tot does entry 1 give?
A: -5400.9272 a.u.